Entry 1:
14
Properties=species:S:1:pos:R:3:forces:R:3:nbo_charge:R:1 method="wB97M-V/def2-TZVPD" gap_ev=10.609 lumo_energy_ev=0.93 homo_energy_ha=-0.356 de_lowest_kj_mol=147.58 smiles="C=CCN.O"
C -2.25551 1.16065 -0.33353 -0.9 0.4 -0.1 -0.39
C -1.39831 0.27489 -0.79242 0.5 -0.4 0.2 -0.19
C -0.45497 -0.63070 -0.05061 -0.1 0.3 -0.5 -0.26
N 0.92906 -0.55851 -0.52300 0.5 0.5 -0.4 -0.83
H -2.84175 1.77411 -1.01146 0.1 -0.2 -0.1 0.20
H -2.55949 1.29738 0.69397 0.6 0.0 0.3 0.19
H -1.31363 0.10420 -1.84600 0.0 0.3 -0.7 0.18
H -0.45758 -0.40827 1.00967 -0.2 -0.3 0.3 0.19
H -0.77353 -1.64382 -0.28311 -0.1 -0.3 0.6 0.20
H 1.05275 -1.05010 -1.39717 -0.2 -0.4 0.0 0.35
H 1.20048 0.38655 -0.78243 -0.2 0.2 0.4 0.35
O 3.21155 -0.31750 2.04483 0.4 0.1 0.3 -0.94
H 3.40304 -0.04492 1.14346 -0.3 -0.1 0.0 0.47
H 2.25789 -0.34395 2.12779 -0.2 0.0 -0.3 0.47


Entry 2:
222
Properties=species:S:1:pos:R:3:forces:R:3:lowdin_charge:R:1 method="wB97M-V/def2-TZVPD" gap_ev=8.901 lumo_energy_ev=0.50 homo_energy_ha=-0.309 de_lowest_kj_mol=227.89 smiles=CC1(C)CCCC(C)(C)N1O.CC1(C)CCCC(C)(C)N1O.CC1(C)CCCC(C)(C)N1O.CC1(C)CCCC(C)(C)N1O.CC1(C)CCCC(C)(C)N1O.CC(C)O.CC(C)O.CC(C)O.CC(C)O.CC(C)O.CC(C)O
C -3.55189 1.36952 -0.95751 -0.3 0.3 -1.1 0.01
C -3.99610 1.98296 -2.34361 -2.3 -0.9 1.0 -0.47
C -4.36250 3.45831 -2.26104 -0.8 0.4 2.6 -0.04
C -3.02319 1.85825 -3.45496 1.8 0.0 -1.9 -0.15
C -2.85191 0.41379 -4.04300 -0.2 2.2 -1.2 -0.17
C -4.21645 -0.08236 -4.46365 -0.7 0.0 0.9 -0.12
C -5.30797 -0.04322 -3.28955 1.9 0.2 -1.4 -0.51
C -6.63055 -0.30290 -3.95972 -1.7 1.5 0.5 -0.06
C -5.02089 -1.11024 -2.22863 -0.3 0.0 0.7 -0.02
N -5.29990 1.36244 -2.85116 0.3 0.1 0.8 -0.09
O -6.33119 1.61012 -1.88903 -0.1 -0.7 0.2 -0.05
H -4.40067 1.21731 -0.28347 0.1 0.5 0.0 0.08
H -3.06795 0.40796 -1.00658 0.0 -0.5 -0.6 0.04
H -2.79910 1.99516 -0.51733 0.1 0.7 0.5 0.06
H -3.51470 4.06257 -2.03838 1.1 0.3 0.4 0.06
H -4.68779 3.82325 -3.18803 -0.8 0.2 -1.4 0.06
H -5.14616 3.75345 -1.48485 1.0 -0.8 -1.0 0.11
H -3.38317 2.51036 -4.32335 0.5 -0.7 1.1 0.14
H -2.02246 2.27546 -3.11120 -1.1 -0.5 -0.4 0.11
H -2.18263 0.46223 -4.94921 -0.5 -0.1 1.0 0.12
H -2.39946 -0.19282 -3.32449 0.8 -1.2 1.2 0.06
H -4.20820 -1.11600 -4.77727 0.2 -0.4 -0.3 0.11
H -4.50591 0.52807 -5.33219 -0.5 -0.1 0.4 0.12
H -6.76535 0.62248 -4.56065 -0.6 -0.4 0.5 0.10
H -7.50741 -0.49649 -3.25223 1.2 0.5 -0.9 0.11
H -6.64123 -1.07482 -4.68894 0.4 -1.1 -0.4 0.06
H -3.99613 -1.41255 -2.00452 0.1 0.3 -0.5 0.07
H -5.59246 -2.00752 -2.44659 0.0 -0.2 -0.1 0.08
H -5.40601 -0.76312 -1.26640 -0.1 -0.1 0.1 0.06
H -6.34862 0.88612 -1.21475 0.3 0.6 -0.7 0.09
C 2.34341 -6.14259 -0.23682 -1.0 0.6 -1.6 -0.04
C 2.09631 -6.98378 0.96517 -1.1 -0.8 1.3 -0.52
C 2.80589 -8.30714 0.70590 -0.4 0.4 -1.1 -0.04
C 2.61084 -6.36126 2.26338 0.5 2.1 -1.2 -0.13
C 1.85420 -5.17372 2.89978 -0.8 -0.9 0.1 -0.14
C 0.38940 -5.70946 3.08443 0.5 1.8 -0.3 -0.13
C -0.20617 -6.42442 1.87383 -0.7 2.3 -0.8 -0.53
C -1.48946 -7.11436 2.31346 0.3 0.8 2.2 -0.03
C -0.56875 -5.30834 0.81483 0.3 -1.7 -2.6 -0.02
N 0.70846 -7.41153 1.37618 0.5 -0.5 -0.5 -0.08
O 0.04022 -8.06733 0.30026 0.2 0.2 -0.7 -0.04
H 3.37501 -6.30766 -0.48128 0.5 -0.3 -0.6 0.07
H 1.67110 -6.43606 -1.10552 0.9 0.5 1.0 0.12
H 2.35397 -5.07097 -0.07078 -0.8 0.3 0.1 0.06
H 3.79461 -8.16605 0.32699 1.0 0.4 0.2 0.07
H 2.84021 -8.86529 1.61305 -0.2 -0.9 0.4 0.08
H 2.32480 -8.77240 -0.17470 -0.2 -0.3 0.9 0.10
H 2.54104 -7.14643 2.93107 0.4 -1.6 1.8 0.09
H 3.63560 -6.04911 2.09287 0.5 -0.3 0.1 0.12
H 2.29215 -4.96277 3.90636 -0.3 -0.3 -0.7 0.12
H 1.94709 -4.22728 2.35887 -0.3 -0.2 -0.3 0.07
H -0.31119 -4.88601 3.39774 0.6 -0.8 -0.2 0.12
H 0.47827 -6.44083 3.84573 -0.2 -0.7 1.1 0.10
H -1.29022 -7.91373 3.05490 0.1 0.2 -0.4 0.10
H -2.04494 -7.51859 1.51883 -0.8 -0.4 -1.1 0.06
H -2.09811 -6.36715 2.87595 0.2 -0.5 -0.6 0.09
H -1.45853 -4.76253 1.00634 -0.8 0.7 0.9 0.05
H -0.85685 -5.76294 -0.21666 0.6 0.2 1.7 0.11
H 0.23320 -4.60996 0.54254 -0.1 -0.1 0.6 0.05
H -0.28453 -8.90437 0.64331 0.3 0.0 0.3 0.10
C 1.39303 -0.46872 -2.55717 1.7 0.9 0.1 0.00
C 2.00639 -0.03735 -1.17723 -1.4 0.8 0.5 -0.44
C 3.49121 -0.21447 -1.27701 1.4 -0.8 0.4 -0.05
C 1.78628 1.43835 -0.82797 -0.3 -1.0 0.7 -0.14
C 0.36925 1.68338 -0.43668 -2.4 1.5 -0.1 -0.16
C -0.06829 0.79428 0.73260 1.4 0.1 -0.2 -0.12
C 0.11451 -0.69152 0.41710 -1.5 0.6 0.6 -0.53
C -0.13567 -1.42227 1.73858 1.7 0.5 1.3 -0.01
C -0.88154 -1.25961 -0.58832 -1.3 1.0 -1.2 -0.02
N 1.49738 -0.80842 0.05753 1.8 -0.6 -1.9 -0.07
O 1.66563 -2.19164 -0.29629 1.0 -0.5 0.5 -0.04
H 1.68264 -1.47792 -2.73735 0.0 -1.0 0.0 0.07
H 0.36624 -0.37054 -2.82417 -0.8 0.3 0.4 0.05
H 1.96239 0.08210 -3.33053 -0.2 0.1 0.3 0.08
H 3.93842 -0.11985 -0.26079 -0.2 -0.3 -0.8 0.08
H 3.68758 -1.17523 -1.75535 0.3 -0.3 0.5 0.09
H 4.08232 0.47449 -1.90305 -0.9 0.3 0.1 0.08
H 2.34598 1.75937 0.07952 0.3 -0.5 -0.6 0.13
H 2.16767 1.96109 -1.67822 -0.1 0.8 -0.4 0.08
H 0.24599 2.76500 -0.19005 0.1 -0.7 0.2 0.11
H -0.40289 1.56028 -1.22532 0.7 -0.2 -0.1 0.10
H -1.06854 0.89201 1.07053 -1.2 0.6 -0.1 0.10
H 0.54629 1.04599 1.62026 -0.1 -0.3 -0.4 0.12
H 0.89696 -1.36546 2.20592 -1.4 -0.4 0.3 0.10
H -0.45272 -2.43782 1.63193 0.2 -0.8 -0.3 0.05
H -0.90183 -0.98946 2.43503 0.8 0.3 -0.8 0.08
H -0.55241 -2.20781 -1.04258 0.0 0.4 0.2 0.09
H -1.12496 -0.50707 -1.42667 0.3 -1.3 1.3 0.07
H -1.82167 -1.47239 -0.02112 0.5 0.2 -0.6 0.09
H 2.54479 -2.38396 0.07460 -0.4 -0.2 -0.2 0.09
C -6.65292 -0.92926 2.61866 -0.5 -2.2 -0.6 -0.04
C -5.77050 -0.55898 3.79152 -0.5 -0.2 1.2 -0.51
C -5.60595 0.98062 3.65735 -0.5 -1.7 1.8 -0.01
C -6.39232 -0.96351 5.16644 -2.1 2.0 1.2 -0.16
C -6.41959 -2.42699 5.55229 0.3 -0.5 -2.2 -0.17
C -4.93470 -2.87627 5.40333 -2.0 -1.3 -0.9 -0.13
C -4.30712 -2.62258 4.01937 -1.2 -1.0 0.3 -0.51
C -2.80388 -2.90069 4.10615 -0.8 -0.7 0.9 -0.01
C -4.98730 -3.49758 2.93212 0.5 0.2 0.1 -0.01
N -4.45178 -1.20269 3.76830 0.2 0.8 0.2 -0.10
O -3.94008 -1.03424 2.48627 1.0 0.9 -1.6 -0.06
H -6.16450 -0.68403 1.67503 0.3 -0.4 0.0 0.07
H -6.91789 -2.04470 2.63730 0.1 2.0 -0.3 0.09
H -7.55708 -0.35157 2.54541 -0.6 0.2 0.6 0.08
H -5.21954 1.05497 2.66848 0.3 1.1 -0.7 0.06
H -6.61455 1.35846 3.83994 0.2 0.4 -0.6 0.09
H -4.97452 1.37327 4.46110 0.2 0.0 -0.3 0.07
H -5.89780 -0.36136 6.00220 -0.4 -0.7 -1.1 0.13
H -7.49771 -0.65141 5.21333 1.5 0.2 -0.4 0.14
H -6.85032 -2.59602 6.55102 0.4 0.1 -0.3 0.11
H -7.14768 -2.95422 4.80007 1.5 0.6 1.3 0.13
H -4.89832 -3.90373 5.72080 0.5 -0.7 -0.3 0.11
H -4.33590 -2.34115 6.05546 1.0 1.3 1.7 0.09
H -2.70413 -3.97433 4.31768 0.2 0.2 0.2 0.08
H -2.39924 -2.30900 4.94799 0.1 -0.3 -0.5 0.09
H -2.29948 -2.72402 3.17738 0.3 0.3 -0.4 0.05
H -4.65641 -3.17105 1.94742 -0.2 0.1 -0.1 0.09
H -6.07346 -3.48122 2.99178 0.3 -0.1 0.0 0.05
H -4.67295 -4.52180 3.02135 0.2 -0.6 0.3 0.07
H -3.11692 -0.52664 2.56111 -0.3 0.0 0.2 0.09
C 3.60615 4.54836 -1.55689 -0.2 0.5 0.3 -0.03
C 5.08708 4.36891 -1.79502 0.4 0.1 0.4 -0.53
C 5.80431 5.70738 -1.48297 -0.3 -0.5 0.0 -0.01
C 5.55279 3.31069 -0.81319 -0.2 -1.5 -0.6 -0.14
C 6.92664 2.73384 -1.16575 -0.2 1.4 0.0 -0.17
C 6.93332 2.18086 -2.56780 0.3 -0.8 -0.4 -0.15
C 6.57129 3.24171 -3.59367 -0.3 0.4 0.3 -0.55
C 7.68467 4.28135 -3.78072 0.1 0.4 -0.1 -0.03
C 6.33403 2.56858 -4.93213 0.4 -1.2 0.0 -0.04
N 5.27485 3.79714 -3.14958 -0.5 0.4 -0.4 -0.07
O 4.85267 4.74986 -4.14487 -0.9 -0.6 0.0 -0.05
H 3.07457 3.71864 -2.02460 -0.2 0.3 0.1 0.06
H 3.35894 4.61310 -0.47030 0.3 -0.2 -0.7 0.09
H 3.37644 5.51108 -1.99728 -0.8 0.0 -0.2 0.08
H 5.38773 6.53465 -2.04281 0.0 0.1 -0.4 0.08
H 5.64306 5.96419 -0.41842 0.3 -0.3 -0.4 0.10
H 6.85165 5.58278 -1.73682 0.2 0.4 0.4 0.06
H 5.56940 3.70570 0.18223 0.0 0.4 0.6 0.11
H 4.77196 2.49495 -0.78152 0.8 0.5 -0.2 0.12
H 7.68623 3.53497 -0.96988 -0.4 -0.8 -0.4 0.12
H 7.09400 1.93386 -0.51152 0.6 -1.1 1.2 0.09
H 6.18626 1.32839 -2.59792 0.7 0.9 -0.2 0.13
H 7.92544 1.76279 -2.87271 -0.6 0.2 0.4 0.13
H 8.45402 3.94497 -4.47725 -0.1 -0.2 -0.1 0.09
H 8.21104 4.59189 -2.88857 0.0 -0.2 0.4 0.06
H 7.24859 5.19172 -4.18622 -0.1 0.0 -0.2 0.09
H 6.42968 3.25025 -5.77157 -0.3 0.1 0.0 0.08
H 5.32734 2.07479 -4.90794 1.0 0.2 -0.3 0.09
H 7.17912 1.82305 -5.03810 -1.1 0.5 -0.1 0.10
H 4.03624 4.34460 -4.55281 1.0 0.6 0.6 0.09
C -1.45184 5.38135 0.75744 0.9 0.8 0.2 -0.05
C -2.19372 4.81487 1.93322 2.3 -0.2 1.0 -0.52
C -3.60886 5.25360 2.10539 -0.1 0.6 -0.5 -0.04
O -2.19023 3.40129 1.78990 -1.4 -0.6 -0.1 -0.08
H -1.07396 6.39288 0.94369 -0.5 0.1 0.0 0.08
H -2.13159 5.38867 -0.07008 0.0 0.0 -0.9 0.06
H -0.51686 4.82779 0.56199 -0.6 -0.2 -0.1 0.07
H -1.55991 5.00518 2.83935 -0.7 0.3 -0.4 0.14
H -3.94933 4.68527 2.96292 -0.7 0.4 0.2 0.07
H -4.15252 4.93865 1.21525 -0.2 -0.2 0.0 0.08
H -3.74259 6.36279 2.16542 0.2 -1.0 0.4 0.10
H -1.30627 3.07920 1.95655 0.4 0.2 -0.1 0.02
C 1.32215 -1.26304 -8.14242 -0.8 -0.3 -0.2 -0.05
C 0.47144 -1.80100 -6.96183 0.0 0.8 -0.3 -0.45
C 1.17297 -3.00849 -6.31673 -0.5 2.4 1.4 -0.04
O 0.19970 -0.71779 -6.02365 1.3 -0.9 0.0 -0.09
H 0.88499 -0.48755 -8.81448 -0.2 -0.5 0.9 0.09
H 1.58058 -2.11202 -8.80951 0.4 0.5 0.5 0.08
H 2.15851 -0.78370 -7.64400 0.7 -0.2 -0.4 0.07
H -0.51988 -2.05432 -7.25208 -0.8 -0.5 -0.6 0.12
H 0.60102 -3.43687 -5.49777 -0.1 0.2 0.2 0.08
H 2.12378 -2.62133 -5.94169 0.1 -0.3 0.2 0.08
H 1.38005 -3.76798 -6.98338 0.4 -1.5 -1.7 0.05
H 1.05927 -0.59815 -5.57961 -0.5 0.3 0.1 0.06
C 2.44062 4.41911 2.96545 -0.8 -0.5 0.5 -0.04
C 1.81991 3.00927 3.19649 1.0 1.3 0.4 -0.42
C 2.06228 2.62115 4.67988 0.0 -1.5 -1.2 -0.04
O 0.44204 3.17394 2.83745 1.5 1.2 -0.4 -0.07
H 2.37774 4.75319 1.95192 -0.4 -0.1 -0.9 0.05
H 3.50457 4.48191 3.17765 0.0 -0.1 0.6 0.08
H 1.81362 5.10923 3.54994 0.6 0.1 0.1 0.09
H 2.36050 2.33277 2.54426 -0.3 -0.6 -0.3 0.11
H 2.03614 1.51270 4.92774 -0.5 1.4 -0.5 0.09
H 1.40681 3.23220 5.25779 -0.7 0.1 0.8 0.07
H 3.05769 2.89846 4.93937 0.9 0.4 0.1 0.06
H -0.06653 2.45421 3.13941 -1.0 -1.7 1.1 0.02
C -0.58023 0.47239 5.49770 0.4 1.1 -0.8 -0.05
C -1.97003 1.06592 5.18006 2.4 -1.0 0.1 -0.52
C -2.25643 2.14851 6.16103 -1.3 1.2 0.7 -0.06
O -1.85018 1.58805 3.86300 -2.5 1.0 -0.5 -0.09
H -0.68688 -0.09488 6.39071 0.2 -0.5 1.0 0.07
H 0.11016 1.35191 5.68267 -0.5 -1.4 -0.3 0.06
H -0.20123 -0.22992 4.70853 -0.3 0.8 0.5 0.09
H -2.60530 0.19895 5.26609 -1.1 0.0 -0.4 0.11
H -3.17120 2.71417 5.82099 0.7 -0.4 0.5 0.09
H -1.42037 2.87214 6.17863 -0.4 -0.3 0.0 0.09
H -2.45507 1.78710 7.20614 0.2 0.2 -1.0 0.10
H -2.69097 2.13769 3.65941 2.1 -1.2 0.1 0.12
C 1.96255 2.38673 -5.92606 0.5 -0.3 -0.9 -0.05
C 1.15807 3.64964 -5.62387 1.3 -0.8 -0.6 -0.48
C 0.30074 3.50814 -4.39606 -0.6 0.2 0.5 -0.04
O 2.20011 4.59070 -5.45412 0.6 0.6 0.2 -0.07
H 1.34048 1.54245 -6.21028 -0.2 0.0 -0.2 0.05
H 2.52892 2.07971 -5.06312 0.2 0.0 0.7 0.06
H 2.74268 2.54920 -6.72298 -1.0 0.1 0.6 0.11
H 0.62200 3.88729 -6.54377 -0.5 0.2 0.2 0.14
H 0.94025 3.31040 -3.49288 -0.6 0.0 -0.8 0.09
H -0.39256 2.66613 -4.58712 0.2 0.4 0.4 0.07
H -0.30619 4.42997 -4.19871 0.5 -0.7 -0.2 0.10
H 1.86612 5.46671 -5.27113 -0.3 0.3 0.1 0.10
C 4.95832 -1.99736 1.69390 0.4 1.5 -0.2 -0.05
C 3.82227 -1.50796 2.64443 0.1 -3.1 -0.5 -0.55
C 4.20204 -1.41980 4.13749 -0.3 -2.0 -0.4 -0.04
O 3.40922 -0.26100 2.30883 -1.1 2.2 -1.0 -0.07
H 4.76544 -1.67715 0.62603 -0.4 -1.1 1.0 0.06
H 5.21388 -3.04783 1.84744 -0.2 0.1 -0.3 0.07
H 5.86504 -1.39290 1.84211 0.0 -0.2 0.5 0.08
H 2.99677 -2.31498 2.42744 0.9 1.4 0.9 0.13
H 3.29037 -1.20991 4.70981 0.3 0.4 -0.1 0.07
H 4.97950 -0.66016 4.23798 -0.2 -0.1 0.3 0.08
H 4.53532 -2.42897 4.52973 0.0 1.1 -0.5 0.09
H 2.84959 -0.27036 1.49716 0.1 -0.2 0.5 0.06


Entry 3:
15
Properties=species:S:1:pos:R:3:forces:R:3:nbo_charge:R:1 method="wB97M-V/def2-TZVPD" gap_ev=8.554 lumo_energy_ev=-5.87 homo_energy_ha=-0.530 de_lowest_kj_mol=248.68 total_charge=+1
C 0.32519 -1.52646 -1.87200 -1.8 -0.2 -1.6 -0.42
C 0.57586 0.77283 -1.00575 -1.1 -2.1 -1.8 0.05
C -0.16136 0.69026 1.21945 2.5 2.8 1.0 0.38
N -0.32449 -0.38318 -1.22130 1.3 3.9 0.7 -0.65
O 0.62924 1.08856 0.31995 -0.4 -0.5 7.4 -0.31
F -1.25599 0.66286 4.31416 0.5 -0.6 1.3 -0.58
H -0.21614 -2.46667 -1.57288 0.8 0.9 -0.4 0.23
H 0.24374 -1.34946 -2.96260 0.0 -0.7 0.4 0.21
H 1.38217 -1.56271 -1.67645 0.3 -0.1 0.6 0.21
H 1.59697 0.58422 -1.24697 0.7 -0.1 -0.6 0.22
H 0.33289 1.82011 -1.15801 -0.7 0.1 -2.8 0.23
H -1.02676 0.32401 5.17990 -0.4 0.6 -1.4 0.58
H -0.97147 0.07644 1.06792 -1.6 -1.7 -1.0 0.21
H -0.04108 1.12118 2.25739 0.3 -0.4 -1.3 0.24
H -1.08874 0.14800 -1.64281 -0.4 -1.7 -0.6 0.40


Entry 4:
37
Properties=species:S:1:pos:R:3:forces:R:3:nbo_charge:R:1 method="wB97M-V/def2-TZVPD" gap_ev=9.080 lumo_energy_ev=-3.87 homo_energy_ha=-0.476 de_lowest_kj_mol=490.58 total_charge=+1
O -0.47095 -0.33049 -0.30416 3.9 -1.3 -1.8 -0.74
H -0.92395 0.20551 -0.93516 -0.9 1.9 -1.5 0.58
H -0.91595 -0.47549 0.45784 -4.0 -1.2 4.0 0.54
H 0.35605 -0.00149 0.09784 1.1 0.5 -1.2 0.56
O 2.53905 2.26851 -0.51616 -1.1 2.9 -4.7 -0.96
H 3.30905 2.03051 -0.15516 4.1 -1.5 2.6 0.47
H 1.73905 2.05351 -0.14416 -2.3 -0.9 1.9 0.49
O 0.32905 2.15951 0.96084 -1.2 0.1 0.3 -0.98
H 0.76605 2.22551 1.81784 -0.1 0.5 0.0 0.49
H -0.49995 2.69751 0.99284 1.1 -0.6 0.1 0.51
O -1.04295 -2.74349 2.07384 1.2 1.3 1.7 -0.96
H -0.63095 -2.03649 2.67984 -1.4 -1.3 -2.0 0.46
H -0.38695 -3.43149 2.25284 -0.4 -0.5 -0.4 0.47
O -3.63195 -0.16849 -1.08716 2.3 -2.9 -2.8 -0.94
H -4.23795 0.23651 -1.64916 -1.7 1.1 -1.2 0.48
H -3.66895 0.16851 -0.26116 -0.5 1.8 4.0 0.46
O -2.34695 0.00751 1.68084 0.4 -1.4 0.0 -0.98
H -2.65395 -0.77849 2.16084 0.3 -0.4 -0.5 0.51
H -2.83395 0.65651 2.14384 -0.7 1.7 0.6 0.49
O -1.23395 1.87251 -1.79316 1.7 2.3 0.9 -0.96
H -0.69695 2.72051 -1.64516 -0.3 -2.1 -0.2 0.49
H -1.97695 2.32451 -2.16916 -1.3 -0.4 -0.6 0.49
O 1.58305 -2.81549 -0.52516 -2.6 -4.9 -1.4 -0.94
H 1.85505 -2.07249 -0.10716 1.2 3.3 2.3 0.47
H 0.96705 -3.34949 0.05984 1.3 1.3 -1.1 0.47
O 1.78205 0.38951 -2.41416 -5.5 13.6 3.1 -0.97
H 2.39405 1.25851 -2.27616 -2.1 -3.4 -0.4 0.52
H 2.22305 -0.27849 -2.56716 7.5 -10.4 -2.4 0.45
O 0.00605 -0.85949 -4.20816 2.5 -0.5 -1.3 -0.93
H 0.59005 -0.36749 -3.63116 1.0 0.3 -0.2 0.47
H -0.74895 -0.67949 -3.74216 -3.7 0.2 1.3 0.44
O 2.36305 -0.56449 0.79984 -4.5 -5.6 -0.2 -0.93
H 2.83605 0.14451 0.75384 4.9 6.7 -1.3 0.46
H 2.11605 -0.55549 1.70484 -0.7 -0.8 1.7 0.49
O 0.53105 -0.77049 2.91184 0.8 -0.1 -0.7 -0.98
H 0.21505 0.14051 2.85784 -0.4 -0.5 1.1 0.50
H 0.40205 -1.28149 3.72384 0.1 1.3 0.4 0.51